{
  "formula": "C14H26N4O3Sr",
  "method": "ωB97M-V/def2-TZVPD",
  "elements": ["Sr", "C", "N", "C", "C", "O", "C", "O", "C", "C", "O", "N", "C", "C", "H", "H", "H", "H", "H", "H", "H", "H", "H", "H", "H", "H", "H", "H", "H", "H", "N", "C", "N", "C", "C", "C", "C", "C", "H", "H", "H", "H", "H", "H", "H", "H", "H", "H"],
  "positions_angstrom": [[-0.19156, -0.98507, 0.01555], [-1.12951, -5.89766, -1.12554], [-1.80785, -4.80155, -1.85128], [-2.77786, -5.25689, -2.83402], [-1.64505, -3.57488, -1.46813], [-0.93275, -3.18853, -0.52516], [-2.37709, -2.56092, -2.29799], [-1.82058, -1.26407, -1.92566], [-2.08027, -0.22229, -2.85441], [-1.34799, 1.00520, -2.34404], [-0.40807, 0.83387, -1.47897], [-1.68878, 2.15909, -2.82659], [-0.95703, 3.34494, -2.36206], [-2.76179, 2.33680, -3.80184], [-0.54731, -5.47649, -0.28668], [-0.50693, -6.49853, -1.82150], [-1.95030, -6.41863, -0.70351], [-3.82421, -4.94240, -2.57355], [-2.65678, -6.37316, -2.89869], [-2.60967, -4.74772, -3.80312], [-3.45526, -2.55570, -2.08377], [-2.26901, -2.82177, -3.40150], [-3.15316, -0.02415, -2.98838], [-1.68038, -0.53632, -3.81511], [-0.16799, 3.54792, -3.11794], [-0.40335, 3.09025, -1.42294], [-1.57658, 4.27231, -2.33438], [-3.73102, 2.53257, -3.28470], [-2.78138, 1.57449, -4.52338], [-2.50337, 3.22367, -4.32608], [1.08681, -0.22178, 2.08962], [1.71793, 0.55161, 2.72795], [2.43458, 1.38790, 3.37481], [3.78659, 0.98702, 3.83508], [4.62079, 2.24073, 3.83283], [3.94555, 3.37137, 4.65061], [2.59969, 3.67626, 4.13890], [1.73997, 2.40030, 4.17928], [4.19828, 0.15384, 3.24984], [3.66791, 0.53293, 4.80501], [4.78967, 2.49370, 2.81752], [5.61029, 2.02535, 4.24825], [4.58901, 4.26887, 4.72992], [3.81678, 3.16701, 5.67896], [2.59809, 4.03987, 3.07125], [2.18887, 4.47453, 4.76625], [0.78706, 2.57983, 3.65869], [1.56500, 2.09631, 5.21059]],
  "gap_ev": 9.20,
  "lumo_ev": -5.57,
  "total_charge": 2
}



{
  "formula": "C14H26N7Pt",
  "method": "ωB97M-V/def2-TZVPD",
  "elements": ["Pt", "N", "C", "C", "C", "N", "C", "C", "N", "C", "H", "H", "H", "H", "H", "H", "H", "H", "H", "H", "H", "H", "H", "H", "H", "H", "N", "C", "C", "C", "N", "H", "H", "H", "H", "N", "C", "C", "C", "N", "C", "C", "H", "H", "H", "H", "H", "H"],
  "positions_angstrom": [[0.83386, 0.19586, 0.91521], [-2.15656, 0.08257, -1.51404], [-1.46144, -0.93223, -2.41235], [-0.20427, -0.34345, -3.04675], [1.12605, -0.53747, -2.31709], [1.38500, 0.50321, -1.26781], [1.28002, -1.95180, -1.76184], [0.08875, -2.45811, -0.95574], [0.08909, -1.89397, 0.43300], [-1.23522, -2.26001, -1.69266], [-2.39649, 0.92113, -2.04914], [-1.59102, 0.37957, -0.70185], [-3.03796, -0.29990, -1.16146], [-2.19326, -1.09760, -3.20251], [-0.35843, 0.70809, -3.31099], [-0.09427, -0.85051, -4.00784], [1.90106, -0.40209, -3.07433], [1.08261, 1.41079, -1.61546], [2.39542, 0.58433, -1.18150], [2.19831, -2.03478, -1.17506], [1.41540, -2.62351, -2.61263], [0.20785, -3.53725, -0.83771], [0.76301, -2.43853, 0.96718], [-0.80896, -2.08411, 0.87439], [-2.08320, -2.50123, -1.04298], [-1.26490, -3.02751, -2.46923], [3.87974, -0.03849, 1.41273], [4.81738, -0.70523, 2.10176], [4.19667, -1.76709, 2.72319], [2.86061, -1.66474, 2.35936], [2.66402, -0.61734, 1.54388], [3.99790, 0.83100, 0.91966], [5.84431, -0.37612, 2.10614], [4.65081, -2.50543, 3.36079], [2.03661, -2.28430, 2.67740], [-3.76598, 4.09935, 2.23843], [-2.87200, 3.21589, 1.82544], [-2.86957, 1.87609, 2.29600], [-1.91280, 1.00879, 1.86742], [-0.94126, 1.33461, 0.96606], [-0.94537, 2.62097, 0.51218], [-1.86133, 3.55471, 0.88627], [-4.46803, 3.86042, 2.92182], [-3.75071, 5.05600, 1.92001], [-3.60502, 1.54291, 3.01616], [-1.89066, -0.00284, 2.25492], [-0.15305, 2.89186, -0.17444], [-1.79270, 4.55748, 0.48600]],
  "e_above_lowest_kcal_mol": 0.4,
  "spin_multiplicity": 3,
  "gap_ev": [9.34, 6.83],
  "lumo_ev": [-8.43, -10.87],
  "total_charge": 3
}



{
  "formula": "C14H26NO8Rb",
  "method": "ωB97M-V/def2-TZVPD",
  "elements": ["Rb", "O", "C", "O", "O", "H", "O", "C", "O", "O", "H", "C", "C", "C", "C", "C", "C", "N", "O", "C", "C", "C", "H", "H", "H", "H", "H", "H", "H", "H", "H", "H", "H", "H", "H", "H", "H", "H", "H", "H", "C", "C", "O", "C", "H", "H", "H", "H", "H", "H"],
  "positions_angstrom": [[-11.19938, -16.33714, 10.10612], [-10.50380, -11.83460, 11.39964], [-10.85875, -13.04734, 12.00646], [-11.69999, -12.88938, 12.92984], [-10.30229, -14.10644, 11.67393], [-11.09811, -11.33791, 11.99032], [-14.52662, -18.61739, 12.46600], [-14.44777, -17.26473, 12.13940], [-13.42521, -16.86392, 11.56154], [-15.45957, -16.59814, 12.48140], [-15.36884, -18.39620, 12.92290], [-8.24906, -19.72234, 13.94704], [-7.81035, -20.00912, 12.50252], [-7.91696, -21.53806, 12.34998], [-8.11036, -22.03108, 10.91434], [-7.71080, -20.90894, 9.93602], [-8.50725, -19.59675, 10.14790], [-8.67848, -19.31721, 11.58026], [-9.23935, -18.09271, 11.95973], [-9.90199, -19.73977, 9.53229], [-7.64939, -18.49592, 9.51013], [-6.33433, -19.52277, 12.47057], [-8.29105, -18.63652, 14.06381], [-7.55564, -20.01866, 14.74603], [-9.20937, -20.13816, 14.25660], [-8.65811, -22.00265, 13.00080], [-6.93923, -21.91789, 12.67972], [-9.14743, -22.23364, 10.64287], [-7.46974, -22.88500, 10.67976], [-8.02919, -21.31424, 8.96926], [-6.64510, -20.68752, 9.93361], [-10.24454, -18.72264, 9.37893], [-10.53261, -20.44220, 10.06877], [-9.82315, -20.18284, 8.52641], [-7.50911, -18.57783, 8.42397], [-6.72334, -18.42625, 10.07601], [-8.08442, -17.49517, 9.61364], [-6.14287, -18.47180, 12.68132], [-5.83114, -19.76447, 11.52809], [-5.70601, -20.10635, 13.16241], [-15.23870, -18.08698, 8.93706], [-14.50172, -17.22500, 7.96013], [-13.35820, -16.88850, 8.12305], [-15.34856, -16.60866, 6.84999], [-16.05057, -18.66882, 8.50908], [-15.65479, -17.43871, 9.72208], [-14.51546, -18.62369, 9.55642], [-14.97826, -16.94825, 5.88084], [-15.18823, -15.52999, 6.84608], [-16.39694, -16.83399, 7.02702]],
  "e_above_lowest_kcal_mol": 0.0,
  "gap_ev": 3.29,
  "lumo_ev": 3.83,
  "total_charge": -2
}



{
  "formula": "C14H27AsBeClNO6S5Si2",
  "method": "ωB97M-V/def2-TZVPD",
  "elements": ["Be", "S", "C", "S", "C", "C", "S", "S", "S", "C", "Si", "C", "C", "As", "Si", "C", "C", "C", "H", "H", "H", "H", "H", "H", "H", "H", "H", "H", "H", "H", "H", "H", "H", "H", "H", "H", "O", "Cl", "O", "O", "O", "O", "C", "O", "C", "N", "C", "C", "C", "H", "H", "H", "H", "H", "H", "H", "H", "H"],
  "positions_angstrom": [[-1.96255, 0.79955, 0.47407], [-6.69641, 4.65852, 1.46986], [-5.15167, 4.12588, 1.39983], [-4.08531, 4.42712, 0.09724], [-2.99426, 3.14399, 0.43158], [-3.13943, 2.55533, 1.74818], [-2.23768, 1.28310, 2.48244], [-4.44776, 3.17152, 2.67994], [-1.87290, 2.56470, -0.75408], [2.27358, -2.11873, 2.68044], [2.81694, -0.91630, 1.26747], [4.63738, -0.61732, 1.66278], [2.79288, -1.67905, -0.46388], [1.37356, 0.98710, 1.46387], [2.78922, 2.54319, 0.40574], [3.42720, 1.78723, -1.18991], [4.19486, 3.05352, 1.56121], [1.77505, 4.12441, -0.10155], [3.15029, -2.69857, 2.93872], [1.46182, -2.83192, 2.55091], [1.99455, -1.52666, 3.56776], [5.04359, -1.62821, 1.61745], [4.84207, -0.19019, 2.63849], [5.10651, -0.07102, 0.86271], [3.03580, -2.76098, -0.32238], [3.64223, -1.26173, -1.03058], [1.90708, -1.57542, -1.10318], [4.20458, 1.03927, -1.09187], [3.90661, 2.66307, -1.65188], [2.68139, 1.46210, -1.92908], [4.74285, 2.17851, 1.88445], [3.94599, 3.67686, 2.47156], [4.84636, 3.61382, 0.91623], [0.85348, 3.91630, -0.61363], [2.47328, 4.59309, -0.78090], [1.61485, 4.76235, 0.77028], [0.86921, -0.41950, -4.26647], [-0.17755, -0.36445, -3.30281], [-0.02614, -1.51966, -2.32267], [-1.54161, -0.33856, -3.83446], [0.04896, 0.90769, -2.46840], [-4.18083, 0.26032, -0.88078], [-3.27976, -0.59596, -0.85510], [-2.18287, -0.56416, -0.15199], [-3.57151, -1.97709, -1.40682], [-2.18262, -2.71680, -1.64618], [-1.93028, -3.63149, -0.44191], [-3.28935, -4.01471, 0.08347], [-4.31342, -2.92247, -0.41780], [-4.05891, -1.91135, -2.34883], [-1.38404, -2.03141, -1.91618], [-2.39867, -3.32030, -2.49578], [-1.37708, -2.99639, 0.27139], [-1.26768, -4.40975, -0.87222], [-3.27838, -3.97212, 1.17267], [-3.49982, -5.05345, -0.24405], [-4.76988, -2.31359, 0.35088], [-5.15380, -3.34926, -1.01627]],
  "e_above_lowest_kcal_mol": 6.0,
  "gap_ev": 3.46,
  "lumo_ev": 3.55,
  "total_charge": -2
}